1.
Formula: CH4N3O3
Source: the Open Molecules 2025 dataset
Level of theory: the ωB97M-V functional and the def2-TZVPD basis

Geometry (Å):
1 O -1.000 -1.586 1.386
2 N 0.569 0.749 -0.730
3 H -1.956 -1.692 1.129
4 N -0.108 -0.791 0.711
5 H 1.516 0.568 -0.344
6 N -4.271 1.248 -2.003
7 C -0.508 0.094 -0.238
8 O -3.998 0.460 -1.290
9 H 0.455 1.429 -1.382
10 H 0.890 -0.826 1.115
11 O -1.683 0.201 -0.560

Calculated values
charge = +1
ΔE to the lowest compared entry with this formula, charge and spin = 4.100 eV
frontier orbital gap (spin up / spin down) = 4.617 / 3.240 eV

---

2.
Formula: CH4N3P
Source: the Open Molecules 2025 dataset
Level of theory: the ωB97M-V functional and the def2-TZVPD basis

Geometry (Å):
1 H 0.606 -1.286 0.874
2 H 1.395 1.037 0.965
3 N -0.998 1.236 -0.094
4 H 0.757 -1.759 -0.927
5 N -0.881 -0.869 -0.472
6 N -1.470 0.119 -0.201
7 C 0.583 -0.969 -0.238
8 H -1.414 1.860 0.496
9 P 1.422 0.632 -0.404

Calculated values
charge = 0
ΔE to the lowest compared entry with this formula, charge and spin = 4.361 eV
frontier orbital gap = 7.782 eV

---

3.
Formula: CH4N3P
Source: the Open Molecules 2025 dataset
Level of theory: the ωB97M-V functional and the def2-TZVPD basis

Geometry (Å):
1 P 1.181 -0.709 1.009
2 H -1.481 1.344 0.441
3 N 2.617 1.357 -0.440
4 H -0.014 1.855 1.132
5 N 0.804 -1.611 -0.379
6 N -0.473 1.368 0.267
7 H 0.228 -2.390 -0.194
8 H 0.562 -1.228 -1.293
9 C 2.077 0.502 0.098

Calculated values
charge = 0
ΔE to the lowest compared entry with this formula, charge and spin = 0.305 eV
2S+1 = 3
frontier orbital gap (spin up / spin down) = 8.103 / 8.854 eV

---

4.
Formula: CH4N4
Source: the Open Molecules 2025 dataset
Level of theory: the ωB97M-V functional and the def2-TZVPD basis

Geometry (Å):
1 C -1.096 -0.115 0.006
2 N 0.501 1.028 -0.187
3 H -1.897 -0.767 0.278
4 N -0.942 1.219 -0.360
5 H -1.682 1.966 -0.764
6 H 2.038 -0.426 0.699
7 N 0.232 -0.223 0.161
8 N 1.272 -1.073 0.494
9 H 1.572 -1.608 -0.327

Calculated values
charge = 0
ΔE to the lowest compared entry with this formula, charge and spin = 5.981 eV
frontier orbital gap = 8.807 eV

---

5.
Formula: CH4N4O4P
Source: the Open Molecules 2025 dataset
Level of theory: the ωB97M-V functional and the def2-TZVPD basis

Geometry (Å):
1 N -1.155 1.226 -0.792
2 C -0.835 0.957 0.385
3 O 2.122 0.482 -1.354
4 H 0.117 -2.900 1.184
5 O -0.158 0.886 -1.685
6 O 0.614 -1.592 -1.495
7 H -2.300 1.812 1.678
8 N -1.451 1.256 1.498
9 H 2.252 1.441 -1.268
10 O 0.313 0.148 0.470
11 N -0.003 -2.448 -0.481
12 H -0.835 0.998 2.250
13 P 0.830 -0.089 -0.974
14 N 0.490 -2.178 0.584

Calculated values
charge = +1
2S+1 = 3
frontier orbital gap (spin up / spin down) = 8.423 / 5.911 eV

---

6.
Formula: CH4NO
Source: the Open Molecules 2025 dataset
Level of theory: the ωB97M-V functional and the def2-TZVPD basis

Geometry (Å):
1 O -0.017 -0.612 -0.087
2 H -1.292 0.934 0.076
3 H -2.002 -0.575 0.293
4 C 1.070 -0.054 -0.011
5 H 1.418 1.056 -0.106
6 H 2.052 -0.718 -0.113
7 N -1.230 -0.030 -0.052

Calculated values
charge = +1
ΔE to the lowest compared entry with this formula, charge and spin = 3.719 eV
frontier orbital gap = 10.122 eV

---

7.
Formula: CH4NO2
Source: the Open Molecules 2025 dataset
Level of theory: the ωB97M-V functional and the def2-TZVPD basis

Geometry (Å):
1 N 0.924 0.258 1.348
2 H 0.303 1.006 1.662
3 O -1.440 -1.119 -1.426
4 H 0.551 -0.625 1.698
5 O 1.076 1.383 -0.592
6 H -0.751 -0.903 -0.757
7 C 0.982 0.250 -0.139
8 H -1.644 -0.250 -1.794

Calculated values
charge = -1
ΔE to the lowest compared entry with this formula, charge and spin = 1.838 eV
frontier orbital gap = 6.622 eV

---

8.
Formula: CH4NO2
Source: the Open Molecules 2025 dataset
Level of theory: the ωB97M-V functional and the def2-TZVPD basis

Geometry (Å):
1 C 0.914 0.229 0.095
2 O -2.571 -0.228 0.045
3 O -1.444 0.460 -0.005
4 H 1.322 0.553 -0.794
5 N -0.393 -0.239 -0.140
6 H 1.524 -0.521 0.386
7 H -0.373 -1.287 -0.320
8 H 1.021 1.033 0.732

Calculated values
charge = +1
ΔE to the lowest compared entry with this formula, charge and spin = 8.331 eV
frontier orbital gap (spin up / spin down) = 8.612 / 8.613 eV